(1)
{
  "formula": "C6H8Br2N2",
  "method": "the ωB97M-V functional and the def2-TZVPD basis",
  "multiplicity": 1,
  "smiles": "NN/C(Br)=C/C=C\\C=C\\Br",
  "species": ["C", "C", "C", "C", "C", "C", "N", "N", "Br", "Br", "H", "H", "H", "H", "H", "H", "H", "H"],
  "positions_angstrom": [[-0.482, -0.652, -1.966], [0.854, -0.464, -1.780], [-1.354, 0.163, -1.132], [1.414, -0.195, -0.461], [-2.680, 0.071, -1.273], [0.919, -0.177, 0.810], [1.251, 0.679, 3.117], [1.753, 0.334, 1.802], [-0.732, -0.989, 1.368], [-4.008, 1.282, -0.737], [-1.003, -1.194, -2.778], [1.563, -0.907, -2.470], [-0.916, 1.012, -0.542], [2.453, 0.137, -0.622], [-3.124, -0.761, -1.804], [1.317, 1.633, 3.189], [0.253, 0.335, 3.352], [2.518, -0.306, 1.926]]
}

(2)
{
  "formula": "C6H8BrClO",
  "method": "the ωB97M-V functional and the def2-TZVPD basis",
  "multiplicity": 1,
  "smiles": "Cl[C@@H]1CCC[C@@]2(Br)O[C@@H]12",
  "species": ["C", "C", "C", "C", "C", "C", "O", "Cl", "Br", "H", "H", "H", "H", "H", "H", "H", "H"],
  "positions_angstrom": [[0.388, 0.880, -1.045], [0.707, -0.651, -1.161], [-0.910, 1.231, -0.336], [-0.254, -0.816, 1.321], [0.820, -1.356, 0.382], [-0.956, 0.446, 1.030], [-1.594, -0.826, 0.903], [2.324, -0.907, 1.182], [-1.692, 1.626, 2.368], [1.254, 1.380, -0.675], [0.243, 1.237, -2.051], [-0.110, -1.054, -1.735], [1.648, -0.844, -1.724], [-0.854, 2.290, -0.103], [-1.709, 1.077, -0.989], [-0.135, -1.251, 2.300], [0.830, -2.462, 0.332]]
}

(3)
{
  "formula": "C6H8BrN3O2S",
  "method": "the ωB97M-V functional and the def2-TZVPD basis",
  "multiplicity": 1,
  "smiles": "NC(=O)N/C(=C\\[C@H](Br)C=S)C(N)=O",
  "species": ["C", "C", "C", "C", "C", "C", "N", "N", "N", "O", "O", "S", "Br", "H", "H", "H", "H", "H", "H", "H", "H"],
  "positions_angstrom": [[2.064, -0.535, 0.898], [0.758, -0.202, 1.416], [-1.502, 0.670, 1.408], [-1.262, 0.925, -1.525], [2.139, -1.688, -0.143], [-0.209, 0.282, 0.613], [-2.237, -0.446, 1.723], [-0.921, 1.438, -2.751], [-0.157, 0.708, -0.688], [-1.654, 1.859, 1.655], [-2.357, 0.562, -1.154], [0.952, -2.629, -0.577], [3.077, 1.018, 0.004], [2.589, -0.935, 1.797], [0.607, -0.462, 2.392], [3.046, -1.992, -0.609], [-2.015, -1.330, 1.348], [-3.224, -0.191, 1.711], [0.049, 1.791, -2.810], [-1.715, 1.688, -3.290], [0.796, 0.975, -0.801]]
}

(4)
{
  "formula": "C6H8BrN4",
  "method": "the ωB97M-V functional and the def2-TZVPD basis",
  "multiplicity": 1,
  "total_charge": 1,
  "species": ["C", "C", "C", "C", "C", "C", "N", "N", "N", "N", "Br", "H", "H", "H", "H", "H", "H", "H", "H"],
  "positions_angstrom": [[-3.313, -1.239, -0.751], [-2.246, -1.665, -0.368], [0.955, 1.052, -0.262], [2.006, 0.313, 0.192], [0.354, 3.435, -0.352], [-1.039, -1.903, 0.206], [2.934, 1.249, 0.417], [2.530, 2.459, 0.241], [1.281, 2.329, -0.191], [-0.452, -3.181, 0.385], [2.357, -1.482, 0.529], [-4.335, -0.870, -1.137], [1.058, 4.156, -0.914], [-0.741, 3.211, -0.666], [0.181, 3.890, 0.751], [-0.669, -0.990, 0.693], [-0.394, -3.798, -0.469], [-1.008, -3.813, 0.972], [0.540, -3.155, 0.724]]
}

(5)
{
  "formula": "C6H8BrN5O2S",
  "method": "the ωB97M-V functional and the def2-TZVPD basis",
  "multiplicity": 3,
  "species": ["C", "C", "C", "C", "C", "C", "N", "N", "N", "N", "N", "O", "O", "S", "Br", "H", "H", "H", "H", "H", "H", "H", "H"],
  "positions_angstrom": [[1.839, -0.889, 0.793], [2.240, 0.185, 0.037], [1.205, 1.146, -0.222], [-0.197, -0.213, 0.772], [3.619, 0.504, -0.246], [-4.444, -0.506, -0.233], [0.632, -1.109, 1.264], [-0.043, 0.855, 0.075], [4.047, 1.477, -0.856], [1.427, 2.378, -0.730], [-2.360, -0.643, 1.221], [-2.354, -1.774, -1.064], [-2.266, -1.947, 1.437], [-2.677, -0.461, -0.485], [4.940, -0.806, 0.476], [2.613, -1.703, 0.998], [-5.032, -0.210, -1.208], [-4.518, 0.368, 0.427], [-4.713, -1.415, 0.272], [4.985, 1.757, -1.076], [2.451, 2.535, -1.054], [0.592, 2.863, -1.253], [-1.986, -2.392, 0.653]]
}

(6)
{
  "formula": "C6H8Cl2",
  "method": "the ωB97M-V functional and the def2-TZVPD basis",
  "multiplicity": 1,
  "smiles": "CC(C)=C/C(Cl)=C/Cl",
  "species": ["C", "C", "C", "C", "C", "C", "H", "H", "H", "H", "H", "H", "H", "H", "Cl", "Cl"],
  "positions_angstrom": [[-0.645, -1.062, 0.920], [-0.725, 0.168, 0.064], [-2.106, 0.475, -0.397], [0.291, 0.860, -0.411], [1.734, 0.674, -0.190], [2.374, -0.481, -0.442], [-0.936, -1.939, 0.320], [-1.373, -0.945, 1.739], [0.347, -1.176, 1.457], [-2.837, 0.635, 0.412], [-2.536, -0.352, -1.035], [-2.131, 1.380, -0.994], [0.129, 1.767, -0.983], [1.864, -1.421, -0.791], [2.480, 2.118, 0.393], [4.069, -0.702, -0.062]]
}

(7)
{
  "formula": "C6H8Cl2N2",
  "method": "the ωB97M-V functional and the def2-TZVPD basis",
  "multiplicity": 1,
  "smiles": "CC1=C(Cl)C=CN(Cl)N1C",
  "species": ["C", "C", "C", "C", "C", "C", "N", "N", "Cl", "Cl", "H", "H", "H", "H", "H", "H", "H", "H"],
  "positions_angstrom": [[1.025, -2.447, 0.781], [-0.302, -2.494, 1.021], [1.568, -1.349, 0.009], [0.755, -0.261, -0.239], [1.401, 1.104, -0.711], [-1.415, 0.807, 0.232], [-1.138, -1.493, 0.679], [-0.523, -0.297, 0.243], [3.216, -1.187, -0.420], [-2.137, -2.263, -1.067], [1.822, -3.046, 1.024], [-0.678, -3.300, 1.474], [0.586, 1.622, -1.308], [2.226, 0.786, -1.208], [1.665, 1.768, 0.143], [-1.479, 1.278, -0.646], [-2.449, 0.283, 0.213], [-1.118, 1.395, 1.003]]
}

(8)
{
  "formula": "C6H8ClFN2",
  "method": "the ωB97M-V functional and the def2-TZVPD basis",
  "multiplicity": 1,
  "smiles": "[H]/N=C1/C=CC[C@](N)(F)[C@H]1Cl",
  "species": ["C", "C", "C", "C", "C", "C", "N", "N", "F", "Cl", "H", "H", "H", "H", "H", "H", "H", "H"],
  "positions_angstrom": [[1.281, 1.168, -0.780], [1.848, 0.416, 0.160], [-0.043, 1.003, -1.303], [1.182, -0.775, 0.750], [-1.017, 0.396, -0.397], [-0.415, -0.936, 0.565], [-0.303, 1.393, -2.481], [-1.132, -1.192, 1.724], [-0.604, -1.983, -0.322], [-1.647, 1.593, 0.765], [1.796, 1.976, -1.217], [2.790, 0.504, 0.664], [1.757, -1.733, 0.466], [1.245, -0.786, 1.847], [-1.999, 0.113, -1.012], [-1.215, 1.150, -2.855], [-1.761, -0.289, 1.769], [-1.763, -2.018, 1.658]]
}

(9)
{
  "formula": "C6H8ClN3O2",
  "method": "the ωB97M-V functional and the def2-TZVPD basis",
  "multiplicity": 1,
  "smiles": "CO[C@H](NC=O)[C@@H]1C=NN=C1Cl",
  "species": ["C", "C", "C", "C", "C", "C", "N", "N", "N", "O", "O", "Cl", "H", "H", "H", "H", "H", "H", "H", "H"],
  "positions_angstrom": [[-1.300, 1.753, -0.772], [0.155, -2.253, 0.131], [-0.482, -1.117, 0.843], [0.232, 0.078, 0.080], [-1.819, -1.162, 0.249], [2.452, 0.901, -0.002], [-0.654, -2.695, -0.744], [-1.873, -2.003, -0.734], [-0.459, 1.392, 0.179], [-2.212, 2.511, -0.711], [1.521, -0.005, 0.519], [-3.060, -0.139, 0.732], [-1.131, 1.179, -1.736], [1.153, -2.621, 0.148], [-0.451, -0.812, 1.962], [0.094, -0.184, -0.940], [3.328, 0.647, 0.457], [2.220, 1.904, 0.240], [2.694, 0.887, -0.979], [-0.407, 1.739, 1.079]]
}

(10)
{
  "formula": "C6H8ClNO2S",
  "method": "the ωB97M-V functional and the def2-TZVPD basis",
  "multiplicity": 1,
  "species": ["C", "C", "C", "C", "C", "C", "N", "O", "O", "S", "Cl", "H", "H", "H", "H", "H", "H", "H", "H"],
  "positions_angstrom": [[-1.770, 0.327, 0.882], [-1.275, 0.394, -0.344], [-0.981, -0.656, 1.702], [-0.103, -0.451, -0.526], [1.016, -0.081, -2.773], [0.784, -0.656, -1.454], [-0.080, -1.225, 0.682], [-0.132, 2.101, 1.789], [-0.283, -0.106, 2.835], [0.538, 1.308, 2.823], [2.354, 0.706, 1.728], [-2.559, 1.020, 1.290], [-1.625, 1.134, -1.198], [-1.645, -1.355, 2.192], [1.370, -0.932, -3.295], [0.199, 0.502, -3.371], [1.761, 0.740, -2.801], [1.580, -1.335, -1.140], [0.852, -1.434, 0.979]]
}

(11)
{
  "formula": "C6H8CsLiO6",
  "method": "the ωB97M-V functional and the def2-TZVPD basis",
  "multiplicity": 1,
  "species": ["O", "O", "C", "C", "O", "C", "H", "H", "H", "H", "O", "C", "C", "O", "C", "H", "H", "H", "H", "O", "Cs", "Li"],
  "positions_angstrom": [[0.389, -1.171, -0.558], [-1.937, 0.758, -1.576], [-0.545, -1.702, 0.366], [-1.992, -1.363, 0.048], [-2.393, -0.050, 0.442], [-2.484, 0.986, -0.476], [-0.251, -1.375, 1.375], [-0.545, -2.807, 0.336], [-2.630, -2.054, 0.615], [-2.176, -1.527, -1.024], [1.272, 0.970, -1.123], [1.024, 2.209, -0.456], [0.812, 1.773, 0.990], [1.534, 0.547, 1.066], [1.670, 0.000, -0.173], [1.904, 2.852, -0.584], [0.146, 2.682, -0.907], [-0.248, 1.580, 1.206], [1.235, 2.466, 1.723], [2.724, -0.632, -0.430], [2.793, -4.151, 1.081], [-0.302, 0.007, -1.940]]
}

(12)
{
  "formula": "C6H8CsLiO6",
  "method": "the ωB97M-V functional and the def2-TZVPD basis",
  "multiplicity": 1,
  "species": ["O", "C", "C", "O", "C", "H", "H", "H", "H", "O", "Li", "C", "C", "O", "C", "O", "O", "H", "H", "H", "H", "Cs"],
  "positions_angstrom": [[1.434, -1.446, 2.689], [0.242, -0.905, 2.521], [2.341, -0.475, 3.238], [0.156, 0.296, 3.077], [1.405, 0.649, 3.693], [3.034, -0.163, 2.448], [2.891, -0.941, 4.061], [1.702, 1.638, 3.332], [1.255, 0.670, 4.779], [-0.532, -1.259, 1.639], [-2.028, -0.153, 1.179], [-2.499, -0.264, -0.870], [-1.476, 0.400, -1.716], [-0.991, -0.473, -2.826], [-0.247, 0.054, -3.788], [0.099, 1.269, -3.758], [-0.013, -0.676, -4.796], [-2.592, -1.337, -1.125], [-3.496, 0.184, -1.044], [-0.573, 0.678, -1.151], [-1.856, 1.308, -2.208], [1.744, 0.946, -9.373]]
}

What total energy values result from the calculations? In sequence: -5490.82987 -3342.82072 -3520.36233 -3025.90393 -3629.65044 -1153.76811 -1263.18960 -902.93205 -1008.27154 -1296.96031 -712.49926 -712.43100 a.u..